C10H13NOPb as an isolated structure in a non-equilibrium geometry, computed with wB97M-V/def2-TZVPD.

Values from the calculation:
**Maximum force**: 3.814 eV/Å
**Frontier orbital gap (alpha / beta)**: 6.24 / 4.75 eV
**Net charge**: 0
**Multiplicity**: 1

Atoms and positions in Å:
C: 1.436 0.926 -1.696
C: 2.239 0.123 -0.838
C: 2.472 0.850 0.362
C: 1.823 2.111 0.248
C: 1.176 2.162 -1.026
Pb: -0.893 0.485 0.463
C: -0.781 -1.652 -0.738
C: -1.716 -1.133 -1.738
C: -1.930 -1.539 -3.030
N: -2.511 0.054 -1.153
H: 3.093 0.521 1.196
H: 2.654 -0.855 -1.083
H: 1.869 2.921 0.977
H: 0.648 3.017 -1.449
H: 1.128 0.670 -2.710
H: 0.215 -1.937 -1.086
H: -2.765 0.710 -1.907
H: -1.191 -2.291 0.056
H: -1.398 -2.416 -3.394
H: -2.637 -1.012 -3.669
C: -0.684 0.043 3.975
C: -0.218 -0.768 2.833
O: 0.398 -1.763 2.659
H: -0.980 1.040 3.595
H: 0.124 0.172 4.719
H: -1.569 -0.438 4.431

Mulliken atomic charge list, values in e, 8 entries: C -0.43; C -0.31; C -0.51; C -0.43; C -0.66; Pb 0.81; C -1.20; C 0.94

A 5-piece molecular cluster, C27H49NO15 overall in a non-equilibrium geometry, computed with wB97M-V/def2-TZVPD.

Values from the calculation:
**Maximum force**: 4.825 eV/Å
**Frontier orbital gap**: 9.00 eV
**Net charge**: 0
**Multiplicity**: 1

Atoms and positions in Å:
C: 1.663 -5.571 1.307
C: 1.963 -5.460 -0.283
C: 0.666 -4.747 -0.932
C: 0.763 -3.121 -0.862
C: -0.619 -2.466 -0.386
C: -1.860 -2.712 -1.399
C: -3.067 -3.265 -0.484
C: -3.487 -4.609 -0.317
C: -2.927 -5.945 -1.005
N: -3.133 -7.170 -0.169
C: -4.680 -4.510 0.744
O: -5.348 -5.462 1.180
O: -4.899 -3.157 1.219
C: -4.014 -2.365 0.433
O: -3.880 -1.128 0.416
H: 2.529 -6.037 1.883
H: 0.691 -6.163 1.501
H: 1.435 -4.504 1.690
H: 1.971 -6.537 -0.693
H: 2.944 -4.926 -0.507
H: 0.470 -5.048 -2.016
H: -0.220 -5.022 -0.245
H: 1.139 -2.657 -1.832
H: 1.530 -2.912 -0.023
H: -0.881 -2.964 0.624
H: -0.474 -1.354 -0.156
H: -2.107 -1.675 -1.841
H: -1.617 -3.400 -2.272
H: -1.837 -5.847 -1.345
H: -3.565 -6.093 -1.957
H: -2.917 -6.984 0.822
H: -2.458 -7.877 -0.517
C: -0.169 2.604 -1.754
C: -1.122 1.892 -2.694
O: -0.726 2.076 -4.059
C: 0.297 1.311 -4.473
O: 0.891 0.496 -3.809
O: 0.564 1.631 -5.750
C: 1.699 0.956 -6.289
H: -0.067 3.656 -2.033
H: -0.525 2.543 -0.723
H: 0.832 2.167 -1.798
H: -2.119 2.327 -2.594
H: -1.209 0.829 -2.454
H: 1.618 -0.125 -6.159
H: 2.612 1.331 -5.820
H: 1.742 1.173 -7.357
C: 2.835 -2.452 6.545
C: 2.704 -1.423 5.438
O: 1.696 -1.806 4.494
C: 0.427 -1.590 4.881
O: 0.074 -1.107 5.927
O: -0.382 -2.031 3.903
C: -1.771 -1.951 4.217
H: 2.999 -3.448 6.126
H: 3.667 -2.204 7.207
H: 1.923 -2.506 7.144
H: 3.644 -1.365 4.884
H: 2.502 -0.425 5.835
H: -2.051 -0.945 4.537
H: -2.020 -2.683 4.989
H: -2.333 -2.194 3.315
C: 1.967 2.001 1.874
C: 3.020 1.549 2.867
O: 4.330 1.603 2.287
C: 4.881 2.826 2.218
O: 4.381 3.855 2.601
O: 6.079 2.708 1.620
C: 6.737 3.953 1.396
H: 2.046 1.432 0.944
H: 0.965 1.868 2.287
H: 2.094 3.054 1.614
H: 2.839 0.506 3.135
H: 2.982 2.132 3.791
H: 6.808 4.537 2.316
H: 6.211 4.517 0.623
H: 7.747 3.739 1.045
C: -3.719 5.398 -4.571
C: -2.392 6.130 -4.502
O: -2.552 7.425 -3.910
C: -2.661 7.437 -2.572
O: -2.628 6.474 -1.846
O: -2.842 8.710 -2.182
C: -3.069 8.858 -0.782
H: -4.470 6.011 -5.077
H: -3.613 4.453 -5.107
H: -4.106 5.184 -3.572
H: -2.016 6.291 -5.515
H: -1.636 5.549 -3.967
H: -2.284 8.372 -0.199
H: -4.049 8.455 -0.520
H: -3.059 9.925 -0.552

Mulliken atomic charge list, values in e, 8 entries: C -0.74; C -0.66; C 0.06; C -0.81; C -0.44; C -0.34; C 0.37; C -0.02

C45H62Ge2N5O5S3Ti as an isolated structure in a non-equilibrium geometry, computed with wB97M-V/def2-TZVPD.

Values from the calculation:
**Energy above the lowest of the compared OMol25 structures with the same formula, charge and spin**: 3.4073 eV
**Maximum force**: 3.556 eV/Å
**Frontier orbital gap (alpha / beta)**: 4.93 / 4.93 eV
**Net charge**: +1
**Multiplicity**: 1

Atoms and positions in Å:
Ti: -0.110 0.182 0.296
O: -0.016 -0.231 2.413
S: 0.027 -0.102 3.942
C: 1.616 -0.779 4.471
C: 2.007 -2.141 3.904
C: 2.452 -2.107 2.432
C: 3.701 -1.266 2.157
S: 3.432 0.077 0.891
O: 1.929 0.130 0.632
C: 3.815 1.461 1.933
C: 5.136 1.885 1.936
C: 5.509 2.897 2.811
C: 4.568 3.459 3.665
C: 3.241 3.046 3.620
C: 2.854 2.048 2.740
C: -1.077 -1.312 4.629
C: -1.818 -2.161 3.823
C: -2.764 -2.991 4.418
C: -2.946 -2.967 5.793
C: -2.183 -2.117 6.589
C: -1.252 -1.271 6.010
H: 1.526 -0.799 5.560
H: 2.338 -0.003 4.214
H: 1.166 -2.836 4.003
H: 2.812 -2.541 4.525
H: 1.642 -1.698 1.848
H: 2.622 -3.127 2.086
H: 4.510 -1.862 1.737
H: 4.078 -0.752 3.039
H: 5.866 1.435 1.267
H: 6.532 3.255 2.815
H: 4.869 4.235 4.360
H: 2.503 3.510 4.264
H: 1.817 1.754 2.648
H: -1.666 -2.198 2.755
H: -3.372 -3.641 3.798
H: -3.698 -3.602 6.245
H: -2.331 -2.096 7.660
H: -0.694 -0.572 6.627
C: 3.311 0.224 -2.642
C: 2.026 -0.370 -3.224
Ge: 0.363 -0.022 -2.219
C: -0.940 -1.205 -3.155
C: -1.412 -0.597 -4.484
C: -0.031 1.802 -2.829
C: -0.121 2.902 -2.071
Ge: 0.079 2.709 -0.093
C: 1.735 3.714 0.308
C: 1.804 5.134 -0.263
C: -1.304 3.564 1.056
C: -2.771 3.581 0.612
C: -0.257 4.246 -2.707
C: -0.978 5.276 -2.099
C: -1.141 6.506 -2.721
C: -0.567 6.739 -3.963
C: 0.185 5.738 -4.565
C: 0.342 4.510 -3.942
H: 4.127 0.198 -3.369
H: 3.640 -0.339 -1.769
H: 3.170 1.268 -2.340
H: 2.138 -1.445 -3.385
H: 1.814 0.077 -4.199
H: -1.806 -1.427 -2.523
H: -0.433 -2.159 -3.338
H: -1.988 0.320 -4.324
H: -2.048 -1.299 -5.030
H: -0.566 -0.346 -5.132
H: -0.109 1.925 -3.914
H: 2.580 3.126 -0.063
H: 1.837 3.762 1.391
H: 1.798 5.143 -1.352
H: 2.726 5.616 0.073
H: 0.967 5.752 0.075
H: -0.947 4.577 1.256
H: -1.239 3.025 2.008
H: -2.907 4.011 -0.381
H: -3.371 4.169 1.309
H: -3.202 2.580 0.596
H: -1.407 5.115 -1.118
H: -1.715 7.285 -2.232
H: -0.693 7.697 -4.451
H: 0.654 5.916 -5.525
H: 0.962 3.752 -4.407
O: -8.812 -0.986 3.686
S: -8.212 -2.039 2.889
O: -6.888 -2.444 3.339
O: -9.082 -3.132 2.526
C: -7.878 -1.156 1.321
N: -8.870 -0.877 0.445
C: -8.534 -0.197 -0.642
C: -7.228 0.215 -0.915
C: -6.297 -0.106 0.042
N: -6.612 -0.765 1.145
C: -4.845 0.167 0.001
C: -4.151 -0.072 1.189
C: -2.798 0.004 1.213
N: -2.055 0.300 0.113
C: -2.731 0.636 -1.016
C: -4.103 0.589 -1.101
H: -9.339 0.030 -1.333
H: -6.985 0.759 -1.821
H: -4.715 -0.348 2.075
H: -2.270 -0.151 2.129
H: -2.139 0.972 -1.854
H: -4.579 0.860 -2.035
C: 0.968 -4.798 -0.584
C: -0.249 -4.656 0.337
C: -1.523 -5.051 -0.404
C: -0.076 -5.519 1.577
N: -0.413 -3.276 0.853
N: -0.355 -2.266 -0.145
H: 1.206 -5.854 -0.730
H: 1.852 -4.314 -0.153
H: 0.784 -4.376 -1.577
H: -1.468 -6.094 -0.721
H: -1.672 -4.443 -1.302
H: -2.392 -4.930 0.246
H: -0.052 -6.576 1.304
H: -0.909 -5.361 2.267
H: 0.861 -5.284 2.099
H: 0.296 -3.079 1.541
H: -1.233 -2.314 -0.647
H: 0.364 -2.471 -0.832

Mulliken atomic charge list, values in e, 8 entries: Ti -1.89; O -0.15; S 0.09; C -0.42; C -1.50; C 1.38; C -1.17; S 0.21